No. 1
18
Properties=species:S:1:pos:R:3:forces:R:3:lowdin_charge:R:1 method="wB97M-V/def2-TZVPD" smiles=c1ccccc1.O.O gap_ev=9.6
H -1.871447 2.328325 -0.730762 -0.9 0.1 -1.2 0.081
O -0.597375 -2.833432 -2.626462 -1.6 -0.4 -0.6 -0.023
H 1.762059 1.389832 2.694828 -0.7 0.1 0.5 0.094
C 0.894994 1.554880 2.056566 -0.2 0.4 -3.4 -0.096
H 1.138420 -5.485248 -1.938703 -0.2 1.4 0.5 0.056
C 1.243186 1.986917 0.709369 -0.9 -0.6 0.8 -0.076
H 0.601551 2.239551 -1.348002 0.0 0.5 0.0 0.090
H 0.129227 -2.441457 -2.190171 1.3 1.2 0.7 0.026
C -0.456451 1.267092 2.260476 -0.7 2.1 -1.1 -0.089
H -2.472221 1.312046 1.442821 0.3 0.6 0.0 0.093
H -0.813088 1.216841 3.286569 -0.2 -0.9 -0.2 0.090
H 2.324773 2.237322 0.595738 -1.1 -0.4 -0.6 0.100
C -1.115723 2.059281 -0.062549 1.8 -1.4 2.6 -0.104
H 0.440650 -4.050999 -1.980960 0.3 -1.2 0.2 -0.029
H -1.354215 -2.641629 -2.053690 0.2 -0.1 -0.2 0.076
C 0.253031 2.109596 -0.330731 1.8 0.5 1.0 -0.097
O 1.075946 -4.609362 -1.480260 0.1 -0.9 -0.6 -0.106
C -1.438084 1.595195 1.212887 0.7 -1.0 1.6 -0.085

=====

No. 2
18
Properties=species:S:1:pos:R:3:forces:R:3:lowdin_charge:R:1 method="wB97M-V/def2-TZVPD" smiles="C=CCCCC(=O)O" gap_ev=10.3
C -0.286326 -1.027204 0.104883 0.1 -0.7 -0.7 -0.182
H -2.384424 2.378926 2.016354 0.0 0.2 -0.3 0.046
H 1.110838 0.321100 1.094574 0.0 0.3 -0.3 0.112
H -1.156843 -0.791387 -0.516048 0.0 0.6 0.3 0.113
H 0.018031 -0.423811 2.138317 -0.3 -0.4 0.9 0.095
C -1.900471 1.420949 1.917917 -0.8 -1.0 -0.9 -0.005
H -0.621033 -1.968736 0.549616 0.5 0.0 0.2 0.109
H -0.473831 2.121464 0.655654 0.2 -0.2 -0.2 0.097
O 2.188879 -0.161053 -2.453152 0.2 -0.1 0.8 0.073
C 0.065325 0.026276 1.177620 -0.8 -0.3 -1.3 -0.191
H 0.744399 -2.178199 -1.447190 -0.1 -0.1 -0.2 0.129
O 0.093299 0.579873 -2.366809 -0.4 0.1 0.9 0.119
C -0.847522 1.216492 1.127648 0.6 1.5 1.4 -0.185
H 2.316573 0.584367 -3.047030 -0.4 0.2 -0.2 0.114
H 1.840210 -1.281382 -0.423319 -0.1 -0.2 0.2 0.119
C 0.931303 -0.140097 -1.902345 1.0 -0.3 -1.8 -0.509
H -2.495721 0.574880 2.264504 0.5 0.1 0.7 0.061
C 0.857314 -1.252458 -0.891196 -0.4 0.5 0.6 -0.115

=====

No. 3
18
Properties=species:S:1:pos:R:3:forces:R:3:lowdin_charge:R:1 method="wB97M-V/def2-TZVPD" smiles="C=C[C@H](O)[C@H](C)C=O" gap_ev=10.3
C 0.039169 -1.065242 0.227743 0.3 0.2 -0.5 -0.300
C 0.934286 -0.877828 -0.989665 0.2 -2.2 -1.0 -0.230
O 0.900081 -1.635184 -1.958058 0.1 1.5 1.5 0.043
H 0.271710 -1.674127 2.298757 0.1 0.0 -0.1 0.088
C 0.888407 -1.526830 1.407028 0.3 -0.1 0.2 -0.052
C -0.648724 2.090565 -1.374987 0.0 -0.8 0.3 0.021
H 1.673964 -0.802796 1.650134 -0.2 0.0 0.0 0.084
H -1.852101 0.382166 -1.463673 0.1 -0.1 0.0 0.109
O 0.111970 1.161948 1.198442 0.0 0.2 0.2 -0.042
H -1.615916 0.090234 1.004300 -0.1 -0.2 -0.1 0.147
H 1.389224 -2.471498 1.169723 -0.2 0.1 0.0 0.088
C -1.065595 0.900895 -0.917147 -0.4 0.6 0.7 -0.118
H -0.442815 1.940784 1.380974 0.4 -0.4 -0.1 0.110
H -1.066625 2.518534 -2.281511 0.1 -0.2 0.1 0.058
H 0.147323 2.648472 -0.889658 -0.2 0.0 0.1 0.063
C -0.684433 0.261478 0.454057 -0.4 1.0 -1.0 -0.362
H 1.714473 -0.102904 -0.887171 -0.1 0.1 -0.2 0.142
H -0.694398 -1.838667 -0.029288 0.1 0.2 0.0 0.151

=====

No. 4
23
Properties=species:S:1:pos:R:3:forces:R:3:lowdin_charge:R:1 method="wB97M-V/def2-TZVPD" gap_ev=7.7
H -0.646264 4.357882 1.638245 -1.3 -1.5 0.3 0.149
C -1.849341 1.821939 0.094063 0.9 0.1 -2.2 -1.081
S -2.003816 1.545811 -1.571877 -0.2 0.3 2.3 0.589
H -2.917006 2.663176 3.357697 1.0 2.0 -0.9 0.085
H -0.819035 2.597891 2.151382 1.4 -0.8 0.4 -0.002
C -1.328160 3.451934 1.823633 -2.0 1.5 0.5 -0.217
C -2.525090 3.665007 2.887508 -1.2 1.9 -0.4 -0.092
S -1.196433 0.519641 1.272682 -1.4 -0.3 -1.5 0.509
S 0.606591 -2.725838 1.415042 0.2 0.3 -1.9 0.568
O 1.715126 -3.009029 -0.896571 -0.3 1.3 0.3 -0.211
S -0.238122 -1.348821 -1.151116 -2.0 1.0 -0.6 0.565
H 4.227976 -3.029015 -1.753768 -1.8 0.1 -1.0 0.118
H 2.154000 -1.667433 -2.493461 -0.2 1.9 -0.1 0.090
H 3.721355 -3.295015 -3.497311 -0.4 -0.4 1.4 0.104
H -2.367773 4.565430 3.780691 -0.2 -2.9 -2.8 0.134
C 3.351192 -3.393986 -2.420313 2.9 0.7 -1.3 -0.084
O -1.958490 3.089815 0.512396 0.8 -0.7 1.4 -0.210
H 3.289357 -4.420858 -2.131360 -0.4 -0.8 -0.2 0.065
S -1.829552 -1.197184 0.173955 0.8 1.6 0.2 0.196
C 2.049820 -2.683580 -2.290659 -0.3 -2.7 1.8 -0.254
H -3.363322 4.060648 2.136764 1.4 -0.7 2.1 0.095
C 0.713939 -2.397261 -0.255189 2.0 -2.2 3.4 -1.237
H 1.213048 -3.171154 -2.782435 0.3 0.3 -1.0 0.122

=====

No. 5
19
Properties=species:S:1:pos:R:3:forces:R:3:lowdin_charge:R:1 method="wB97M-V/def2-TZVPD" smiles="CC(=O)[C@@H](C)O.C=C=O" gap_ev=10.3
H 0.638706 2.030356 0.427573 -0.1 0.0 0.0 0.073
H 1.587901 0.017831 -0.462272 -0.1 0.0 0.2 0.143
O 2.107673 -0.854879 1.265048 0.2 -0.3 0.2 -0.016
H 1.855601 -0.852382 2.195894 0.0 0.0 0.0 0.105
O -1.053409 -0.620709 1.268663 -0.2 0.1 0.1 0.085
H -2.364671 1.572134 -0.391651 0.2 0.1 0.2 0.075
H 0.236866 1.249557 1.979709 0.2 0.1 -0.2 0.082
C -1.084193 1.207371 -1.952484 2.6 0.2 -1.2 -0.287
H 1.930124 1.675701 1.585813 -0.2 -0.1 -0.2 0.088
C -0.149266 -2.008479 -0.448439 -0.3 -0.1 0.1 -0.002
C -0.145244 -0.857755 0.513918 0.4 -0.2 -0.2 -0.423
H -0.024841 -1.633952 -1.461257 0.1 0.0 -0.2 0.082
C 1.174490 -0.065323 0.551608 -0.2 0.7 -0.1 -0.387
C 0.979204 1.314776 1.174372 0.2 -0.2 0.2 -0.031
H -1.078447 -2.566001 -0.371499 0.0 0.0 0.0 0.087
H -3.054823 0.642131 -1.815825 -0.2 -0.2 -0.3 0.070
H 0.694742 -2.656797 -0.225137 0.1 0.0 0.0 0.091
O -0.025394 1.256472 -2.464300 -1.4 -0.1 0.6 0.145
C -2.225017 1.149949 -1.369734 -1.2 0.0 0.7 0.020

=====

No. 6
19
Properties=species:S:1:pos:R:3:forces:R:3:lowdin_charge:R:1 method="wB97M-V/def2-TZVPD" gap_ev=9.3
H -1.377301 -1.781554 1.284780 0.8 0.3 0.1 0.159
C -1.711375 0.221338 -0.663277 3.1 0.1 0.7 -0.439
O -1.874032 1.065035 -1.467643 -0.5 0.1 0.0 0.154
O -2.444618 -0.702488 -0.171235 0.7 -1.5 0.0 0.083
H 1.165720 -1.598658 0.800962 -0.1 -0.1 0.1 0.079
C 0.125337 1.673138 0.506414 0.2 0.0 0.0 -0.083
H 1.926557 -0.106146 1.229975 -0.1 0.2 -0.1 0.090
H 0.898278 -0.949430 -1.666056 0.0 0.0 0.0 0.080
C -1.216894 -1.721189 0.210641 -2.5 -1.0 -0.6 -0.186
H 1.965030 0.362431 -1.186727 0.0 0.0 0.1 0.089
H 1.137907 2.011199 0.753162 0.0 0.0 0.0 0.084
C 0.179464 0.217470 0.017287 -1.1 1.1 -1.0 -0.434
H 0.441479 -0.546788 2.061230 0.1 -0.1 0.0 0.085
O -0.821866 -2.499689 -0.575128 -0.2 1.1 0.6 0.164
H -0.268621 2.349780 -0.249151 0.0 -0.1 0.0 0.077
H 0.493333 0.726182 -2.079993 -0.1 0.0 0.0 0.082
C 0.914984 0.082717 -1.310799 0.0 0.0 0.1 -0.073
H -0.481139 1.768927 1.412542 0.0 0.0 -0.1 0.089
C 0.947757 -0.572273 1.093014 -0.4 -0.2 0.0 -0.099

=====

Going through the records in order, we get total energy values of -385.0612; -385.0758; -385.0517; -2375.9227; -460.2952; -460.2444 a.u..
Going through the records in order, we get energy above the lowest of the compared OMol25 structures with the same formula, charge and spin values of 25.8; 16.7; 31.8; 18.4; 34.6; 66.5 kcal per mole.
Going through the records in order, we get E_LUMO values of 0.586; 0.798; 0.722; -0.357; 0.754; 0.033 eV.